1.
{
  "formula": "C39H33AsBBrHfN4O7S",
  "method": "ωB97M-V with the def2-TZVPD basis set",
  "elements": ["Hf", "O", "C", "N", "C", "O", "C", "C", "C", "C", "C", "N", "C", "C", "C", "C", "C", "N", "H", "H", "H", "H", "H", "H", "H", "H", "O", "N", "C", "C", "C", "C", "C", "S", "H", "H", "H", "H", "C", "As", "C", "C", "C", "C", "C", "C", "C", "C", "H", "H", "H", "H", "H", "H", "H", "H", "H", "H", "H", "H", "H", "Br", "C", "C", "C", "C", "C", "C", "C", "O", "O", "H", "H", "H", "H", "O", "B", "O", "C", "C", "C", "C", "C", "C", "H", "H", "H", "H"],
  "xyz": [[0.14833, -0.35233, -0.38823], [3.43035, 2.32867, -0.63162], [2.59474, 1.51684, -0.21941], [1.26973, 1.43435, -0.63117], [0.93176, 1.77087, -1.91400], [1.68121, 1.81425, -2.88269], [-0.54156, 1.95575, -2.07172], [-1.09598, 2.20579, -3.32602], [-2.46068, 2.34089, -3.43892], [-3.23698, 2.25517, -2.28555], [-2.60363, 2.01955, -1.08284], [-1.28436, 1.86605, -0.95877], [2.90404, 0.58348, 0.85935], [4.18463, 0.61893, 1.43574], [4.51842, -0.26489, 2.42664], [3.55832, -1.24287, 2.79847], [2.33490, -1.23736, 2.18132], [1.94980, -0.33761, 1.25509], [-0.42562, 2.25484, -4.17311], [-2.92973, 2.50810, -4.40024], [-4.31286, 2.35221, -2.32666], [-3.17257, 1.92274, -0.16517], [4.86901, 1.36172, 1.05008], [5.48784, -0.23534, 2.90740], [3.77829, -1.97780, 3.56025], [1.60033, -1.98981, 2.44289], [-1.97629, -0.55813, -0.54941], [-2.80662, -1.59405, -0.71486], [-2.63700, -2.38944, -1.78866], [-3.45137, -3.46017, -2.02142], [-4.47254, -3.73433, -1.09993], [-4.63809, -2.92009, -0.01514], [-3.81286, -1.78963, 0.21191], [-4.03589, -0.72852, 1.48992], [-1.81079, -2.11505, -2.42767], [-3.28532, -4.07381, -2.89393], [-5.12661, -4.58450, -1.24703], [-5.40940, -3.10006, 0.71833], [-2.29864, 2.12202, 2.54896], [-0.70687, 1.10909, 1.92092], [0.39420, 2.73884, 1.94401], [-0.30261, 0.40646, 3.77133], [0.35555, 1.36046, 4.70539], [-0.34701, 2.01064, 5.71817], [0.30152, 2.85827, 6.60611], [1.66621, 3.07528, 6.49605], [2.37571, 2.44487, 5.48128], [1.72857, 1.59840, 4.59858], [-2.04337, 2.63482, 3.47619], [-3.13101, 1.44279, 2.71723], [-2.57885, 2.86202, 1.79919], [0.18794, 3.35375, 2.81968], [0.14503, 3.30165, 1.04407], [1.45733, 2.51231, 1.90553], [0.33946, -0.45797, 3.61576], [-1.26296, 0.05618, 4.15350], [-1.41249, 1.83650, 5.82192], [-0.26141, 3.34418, 7.39415], [2.17373, 3.72530, 7.19779], [3.44152, 2.60910, 5.38026], [2.28777, 1.10167, 3.81344], [4.25682, -0.52055, -7.92981], [3.32826, -0.65673, -6.27875], [1.94369, -0.69106, -6.28329], [1.27877, -0.77265, -5.07379], [1.99285, -0.83563, -3.88161], [3.38452, -0.81447, -3.90194], [4.06044, -0.71563, -5.10273], [1.28583, -0.86476, -2.58976], [1.90126, -1.06167, -1.50738], [0.01924, -0.68794, -2.52827], [1.39885, -0.63914, -7.21539], [0.19765, -0.77301, -5.02798], [3.91511, -0.83799, -2.95989], [5.13892, -0.65344, -5.12829], [-0.75348, -3.68575, 0.21947], [-0.23964, -2.40192, 0.48802], [-0.67592, -2.07253, 1.81037], [-1.38557, -3.12825, 2.30043], [-1.98028, -3.29458, 3.53169], [-2.59648, -4.51948, 3.76967], [-2.62886, -5.51458, 2.79916], [-2.05250, -5.32816, 1.54585], [-1.42596, -4.12063, 1.32571], [-1.98201, -2.49995, 4.26460], [-3.05108, -4.70401, 4.73467], [-3.11822, -6.45547, 3.01830], [-2.08894, -6.08817, 0.77671]],
  "s2": 0.7642,
  "homo_ha": [-0.084, -0.187],
  "fmax_ev_per_a": 2.30,
  "charge": -1,
  "multiplicity": 2,
  "gap_ev": [4.379, 7.203]
}

---

2.
{
  "formula": "C30H35N15O2STi",
  "method": "ωB97M-V with the def2-TZVPD basis set",
  "elements": ["Ti", "C", "C", "C", "C", "C", "N", "C", "C", "C", "N", "C", "C", "C", "C", "C", "C", "C", "C", "N", "C", "C", "C", "N", "C", "C", "C", "C", "O", "C", "O", "H", "H", "H", "H", "H", "H", "H", "H", "H", "H", "H", "H", "H", "H", "H", "H", "H", "H", "H", "H", "H", "H", "H", "H", "H", "H", "H", "H", "N", "C", "N", "N", "N", "N", "C", "N", "N", "N", "N", "H", "C", "N", "C", "C", "N", "C", "S", "H", "H", "H", "H", "H", "H"],
  "xyz": [[0.48219, -0.12863, 0.37768], [4.29487, -2.97337, -5.02543], [3.29974, -2.44239, -4.02682], [1.93834, -2.50451, -4.27869], [0.96568, -1.91818, -3.43293], [-0.38876, -1.98028, -3.84383], [-1.33485, -1.01697, -3.69510], [-1.06846, 0.38201, -3.43731], [-0.06063, 0.97943, -4.42510], [0.14472, 2.47457, -4.18800], [0.38316, 2.78363, -2.78200], [-0.36153, 3.64057, -2.11801], [-0.50672, 3.71010, -0.73397], [-1.31708, 4.73883, -0.20282], [-1.68002, 4.78972, 1.11907], [-2.58903, 5.86402, 1.65361], [-1.19599, 3.79330, 1.96990], [-0.40536, 2.74984, 1.51094], [0.20091, 1.85995, 2.45208], [0.87166, 0.78549, 2.18979], [1.80623, 0.40873, 3.26115], [2.56303, -0.86721, 2.95782], [3.39365, -0.71794, 1.69379], [2.58166, -0.72994, 0.46343], [3.25774, -1.09603, -0.57720], [2.78984, -1.39850, -1.89178], [3.72121, -1.88490, -2.83478], [1.41192, -1.34349, -2.19457], [0.57440, -0.87135, -1.30587], [-0.04924, 2.65495, 0.12787], [0.69324, 1.69983, -0.29664], [3.84128, -3.08257, -6.00961], [4.66719, -3.95349, -4.72002], [5.15079, -2.30367, -5.11040], [1.59056, -2.95677, -5.20063], [-0.68142, -2.82595, -4.45772], [-2.29243, -1.26911, -3.86121], [-0.66709, 0.49821, -2.43354], [-2.02056, 0.90859, -3.48400], [-0.40342, 0.83219, -5.45075], [0.89461, 0.46245, -4.31975], [-0.73989, 3.02610, -4.50963], [0.99564, 2.81202, -4.78567], [0.86813, 2.09814, -2.20423], [-0.92887, 4.32895, -2.73586], [-1.68662, 5.48903, -0.89315], [-2.69457, 6.68484, 0.94664], [-2.20970, 6.25877, 2.59659], [-3.58275, 5.45479, 1.84425], [-1.44146, 3.83639, 3.02557], [0.22704, 2.22882, 3.48500], [1.28727, 0.30825, 4.22101], [2.52348, 1.23150, 3.36395], [1.85967, -1.69007, 2.85124], [3.22556, -1.08049, 3.79947], [4.12077, -1.53348, 1.65524], [3.95911, 0.22251, 1.74830], [4.32744, -1.28060, -0.43699], [4.77874, -1.84737, -2.59705], [-2.09188, -2.11442, -0.37731], [-1.31687, -2.53494, 0.67674], [-1.51032, -3.65339, 1.34758], [-0.55667, -3.65381, 2.28556], [0.17442, -2.60501, 2.18585], [-0.26066, -1.84806, 1.14778], [-2.30494, -0.76617, -0.51954], [-3.29336, -0.24103, -1.22331], [-3.12305, 1.08273, -1.10712], [-2.09201, 1.33600, -0.39272], [-1.51453, 0.18126, 0.02014], [-2.89009, -2.69349, -0.58319], [-3.29649, -3.48655, 4.27956], [-2.46333, -2.38239, 4.69780], [-1.61146, -2.38102, 5.78705], [-0.93832, -1.21778, 5.78560], [-1.38364, -0.50878, 4.68275], [-2.32856, -1.21820, 4.00523], [-3.18131, -0.69097, 2.68036], [-3.77963, -3.93006, 5.14953], [-2.69879, -4.23416, 3.75913], [-4.04181, -3.09549, 3.59076], [-1.58721, -3.20308, 6.47925], [-0.20580, -0.83070, 6.46987], [-1.08869, 0.39025, 4.35937]],
  "s2": 2.0496,
  "homo_ha": [-0.200, -0.253],
  "fmax_ev_per_a": 2.02,
  "multiplicity": 3,
  "gap_ev": [4.290, 5.734]
}

---

3.
{
  "formula": "C5H8N2O3S",
  "method": "ωB97M-V with the def2-TZVPD basis set",
  "elements": ["C", "C", "C", "C", "C", "N", "N", "O", "O", "O", "S", "H", "H", "H", "H", "H", "H", "H", "H"],
  "xyz": [[0.38643, 1.01080, -0.53994], [-1.35618, 1.71586, -3.61832], [-0.63964, 0.91630, -1.75334], [1.00570, -1.18794, 1.54680], [0.53502, 0.19528, 1.65365], [-2.45694, 1.42684, -2.75688], [-2.00596, 1.01150, -1.64780], [1.53859, 1.23559, -0.70744], [-0.20386, 1.51632, -2.94052], [-0.25876, 0.73054, 0.57044], [-0.18416, -1.33380, -2.01981], [-1.33587, 1.23678, -4.57806], [-1.34134, 2.79466, -3.92779], [0.19061, -1.74609, 1.18855], [2.01122, -1.28954, 0.99768], [1.21403, -1.40938, 2.63022], [1.36605, 0.88972, 1.87432], [-0.08374, 0.37814, 2.51664], [-1.05922, -1.89871, -1.23668]],
  "homo_ha": -0.345,
  "fmax_ev_per_a": 4.50,
  "multiplicity": 1,
  "gap_ev": 8.104
}

---

4.
{
  "formula": "C7H4F2O",
  "method": "ωB97M-V with the def2-TZVPD basis set",
  "elements": ["C", "C", "C", "C", "C", "C", "C", "O", "F", "F", "H", "H", "H", "H"],
  "xyz": [[1.11635, -0.39129, -0.78461], [0.06408, -1.02741, -0.14700], [-1.26632, 2.06861, 1.67157], [-1.56296, 1.47628, 0.69051], [-1.90781, 0.54756, -0.39588], [2.45531, -0.58591, -0.52859], [-1.26816, -0.73900, 0.00300], [-2.56337, 0.79152, -1.35619], [3.44556, -0.19468, -1.30702], [-1.98305, -1.75730, 0.54168], [1.00276, 0.44841, -1.39298], [0.36985, -2.03982, 0.23467], [-0.75922, 2.55906, 2.48690], [2.85698, -1.15602, 0.28394]],
  "smiles": "C#CC(=O)/C(F)=C\\C=C\\F",
  "homo_ha": -0.320,
  "fmax_ev_per_a": 4.79,
  "multiplicity": 1,
  "gap_ev": 8.113
}

---

5.
{
  "formula": "C2H4NP",
  "method": "ωB97M-V with the def2-TZVPD basis set",
  "elements": ["C", "C", "N", "P", "H", "H", "H", "H"],
  "xyz": [[-0.95506, 0.06490, -0.26663], [0.33570, 0.51644, -0.33540], [-1.58545, -0.65780, 0.49005], [2.30139, -0.19221, 0.16122], [0.50490, 0.79571, -1.39200], [0.16601, 1.44784, 0.13782], [-2.57429, -0.62155, 0.34902], [1.80681, -1.35332, 0.85592]],
  "homo_ha": [-0.269, -0.326],
  "fmax_ev_per_a": 4.85,
  "multiplicity": 1,
  "gap_ev": [6.029, 8.369]
}

---

Number 1: energy -204977.5607 eV. Number 2: energy -92076.2792 eV. Number 3: energy -25269.2906 eV. Number 4: energy -14801.3197 eV. Number 5: energy -12912.9494 eV.